Record 1
Density functional theory data (ωB97M-V with the def2-TZVPD basis set) for a molecular structure, C26H23F5N4O3S5Sc in a non-equilibrium geometry.

Results
Lowest unoccupied orbital energy, eV: 0.8
ΔE to the lowest compared entry with this formula, charge and spin, kcal per mole: 0.5
Highest occupied orbital energy, eV: -3.37
Orbital gap, eV: 4.20
DFT total energy, hartree: -4700.37946

Structure (ORCA input):
```
! RIJCOSX wB97M-V def2-TZVPD def2/J DEFGRID3
* xyz -1 1
F -1.092 6.521 0.147
C 3.082 -0.918 -1.370
C -3.454 -0.744 -3.029
S 0.323 -3.278 2.552
C 2.586 -2.883 0.121
C -2.486 0.469 4.052
H 1.697 -2.355 0.497
S -3.253 4.440 0.082
H 3.942 -4.183 -1.610
H -4.647 -0.946 -4.764
C -0.830 5.512 -0.711
O -0.719 -2.935 -1.963
F -1.926 2.061 -1.184
H -1.279 -3.612 -4.574
H 6.153 -2.236 -1.282
F 0.222 2.169 -2.955
C -3.089 1.423 3.198
C -1.764 4.381 -0.654
C 3.766 -2.482 1.074
H 5.560 -1.453 0.925
H -3.971 3.407 3.108
H 2.121 -0.411 -1.156
F 1.171 6.542 -1.582
H -2.692 2.261 7.024
N 4.768 -1.727 0.269
F 1.658 4.501 -3.158
Sc -0.922 -0.999 1.848
S 2.122 -0.038 2.871
H -0.710 -2.380 -1.052
C -3.051 -2.458 -4.729
C 4.066 -3.075 -1.733
S 1.452 -2.046 3.695
C -2.335 -0.995 -0.753
N -2.852 0.018 1.237
S 0.866 0.793 1.590
H -3.410 -2.897 -5.678
C -3.783 -1.342 -4.230
H 4.996 0.113 -0.911
C 4.195 -0.467 -0.425
H -3.872 0.205 -2.692
C -2.726 2.056 5.915
H -1.549 0.220 5.950
C -0.183 3.235 -2.213
C 0.281 5.533 -1.549
H 3.357 -1.782 1.805
H 3.782 0.177 0.322
O -1.934 -0.593 3.655
C -1.316 3.189 -1.388
N 2.790 -2.465 -1.363
O -1.361 -1.630 -0.127
C -2.147 0.899 5.414
H -3.964 1.793 1.267
H 4.334 -2.669 -2.732
H 3.304 -0.643 -2.436
C -2.457 -1.280 -2.225
C -1.876 -2.814 -4.116
C 5.247 -2.669 -0.786
C 0.648 4.411 -2.309
H 5.632 -3.561 -0.232
C -3.432 2.913 5.118
C -3.508 2.682 3.765
H 4.145 -3.375 1.596
C -1.656 -2.324 -2.749
H -3.836 3.791 5.510
C -3.377 1.079 1.808
N -3.131 -0.147 -0.140
H 2.324 -3.983 0.146
*
```


Record 2
Density functional theory data (ωB97M-V with the def2-TZVPD basis set) for 2 unconnected molecules or ions with the total composition C2H2F6NP in a non-equilibrium geometry.

Results
Lowest unoccupied orbital energy (alpha / beta), eV: -0.6 / -0.6
ΔE to the lowest compared entry with this formula, charge and spin, kcal per mole: 20.1
Highest occupied orbital energy (alpha / beta), eV: -8.86 / -8.86
Orbital gap (alpha / beta), eV: 8.29 / 8.29
DFT total energy, hartree: -1072.66033

Structure (ORCA input):
```
! RIJCOSX wB97M-V def2-TZVPD def2/J DEFGRID3
* xyz 0 1
H -0.548 -0.589 0.841
N -0.135 0.111 0.247
C 0.961 -0.884 -2.927
C 0.346 1.879 -1.628
H 0.669 0.367 0.763
F 1.734 -0.220 -3.748
P -0.722 0.409 -1.277
F 0.439 -1.867 -3.663
F 0.058 2.765 -0.732
F 1.632 -1.441 -1.885
F 1.695 1.743 -1.632
F 0.132 2.400 -2.830
*
```


Record 3
Density functional theory data (ωB97M-V with the def2-TZVPD basis set) for a molecular structure, C35H67CaCl4F2MgN3O13S in a non-equilibrium geometry.

Results
Lowest unoccupied orbital energy, eV: -5.8
Highest occupied orbital energy, eV: -6.52
Orbital gap, eV: 0.72
DFT total energy, hartree: -5831.95999

Structure (ORCA input):
```
! RIJCOSX wB97M-V def2-TZVPD def2/J DEFGRID3
* xyz 0 1
H -9.979 10.535 -1.039
H 4.797 -0.894 -9.648
H -3.533 3.643 -5.162
C 4.407 -2.457 6.568
H -2.284 -2.943 5.107
H -3.360 1.904 -5.230
H -1.745 0.674 -7.431
O 7.857 -2.210 12.497
C -2.556 2.842 -3.461
C 6.695 -2.881 7.269
H 0.562 -1.684 6.480
H 0.486 4.697 -10.246
H -7.967 -1.658 -0.344
H -1.282 -2.831 2.715
N -1.707 0.625 -6.358
H -2.980 -2.638 1.085
H 3.329 -0.843 -8.668
H 0.090 1.699 -6.457
H 6.989 -2.108 10.437
H 2.007 -4.230 6.903
H -2.573 0.334 1.267
C -7.308 6.079 -2.729
O 10.092 -2.208 12.850
H 4.374 0.585 -8.809
H -3.680 -2.167 3.479
H -1.411 -1.444 5.377
H -4.404 -1.646 1.342
C 9.610 -5.731 7.501
C 2.017 -3.291 6.351
C -0.116 -3.117 4.983
H 2.311 0.812 -10.169
O 9.527 -4.857 8.408
H -10.395 9.806 -2.599
C 0.147 4.224 -9.334
N 5.442 -2.473 7.594
C -8.031 -0.965 0.532
H -4.464 -0.878 -0.599
H -4.719 2.663 -3.182
N -3.727 0.757 -2.946
C -2.831 2.818 -4.964
H 4.356 -1.596 -12.228
O -7.486 7.334 -2.094
H -1.715 3.446 -6.703
H -2.278 3.867 -3.101
H -0.869 -1.136 3.141
C -8.745 7.807 -2.186
O 8.374 -6.237 7.100
H -8.877 -2.488 1.842
H -3.212 -0.504 3.266
H -10.079 -1.661 0.844
H -9.385 -0.837 2.244
H 4.494 -3.365 5.975
Cl 1.019 4.956 -7.979
C -0.808 1.652 -5.835
H -3.752 2.431 -1.598
H -0.530 1.339 -4.820
H -8.474 -0.028 0.045
H 10.873 -3.100 10.290
Cl -1.591 4.519 -9.186
H -0.899 3.702 -5.187
C -3.313 -1.660 1.433
H 4.513 -1.759 9.402
S -5.204 0.086 -3.274
C -10.083 9.600 -1.578
F 6.619 0.591 -10.318
C -1.581 -1.952 3.288
C 3.130 0.196 -10.527
C 6.666 -2.303 9.428
C 10.600 -3.692 11.163
H -6.257 5.804 -2.584
C 8.946 -2.630 12.264
H 0.006 -3.243 7.113
H 2.390 -3.439 5.338
H 12.076 -2.585 12.333
F -5.042 -1.416 -3.214
H 2.679 -0.656 -11.044
C -9.158 -1.521 1.426
H -0.376 -4.174 5.068
C 2.976 -2.342 7.105
H 11.253 -3.869 13.238
H -1.740 2.144 -3.286
O 9.188 -3.600 11.361
C 4.938 0.503 -12.078
H 7.808 -5.717 7.693
C 4.701 -0.778 -12.861
H -10.817 8.975 -1.075
C -1.435 -2.351 4.767
H -7.932 5.312 -2.271
C -3.800 2.174 -2.702
C 7.502 -2.765 8.395
H -1.790 -0.792 0.174
H 5.838 0.313 -11.264
C 11.135 -3.114 12.459
O 3.842 1.013 -11.460
C 0.568 -2.762 6.312
Mg -6.808 2.343 -2.131
C 5.401 -2.121 8.921
H 2.929 -2.547 8.172
H 10.900 -4.721 10.993
O -5.512 0.394 -4.620
C -3.001 -1.518 2.922
H 4.590 -1.621 5.889
Cl -1.475 -0.646 -8.763
H 5.622 -1.097 -13.344
H 2.596 -1.330 6.957
H -1.356 -0.287 -6.111
H -4.175 0.865 -0.264
H -7.510 6.144 -3.799
H 6.943 -3.206 6.273
O 10.616 -6.168 6.955
H -2.806 -1.009 -2.263
H 5.305 1.292 -12.736
C -2.971 -0.004 -1.889
H 3.937 -0.600 -13.624
C -1.531 2.992 -5.734
O -8.792 8.972 -1.563
C 3.961 -0.267 -9.345
O -9.648 7.247 -2.741
H 0.576 -2.963 4.156
C -3.719 -0.084 -0.550
O -6.295 0.531 -2.412
C -2.759 -0.498 0.587
Ca -4.081 4.411 -1.837
O -6.899 -0.773 1.222
Cl 0.486 2.503 -9.443
H 8.554 -2.988 8.443
H -2.031 0.525 -1.743
*
```


Record 4
Density functional theory data (ωB97M-V with the def2-TZVPD basis set) for a molecular structure, C23H26FI2N5O3Ru.

Results
Lowest unoccupied orbital energy (alpha / beta), eV: -8.7 / -9.5
ΔE to the lowest compared entry with this formula, charge and spin, kcal per mole: 0.0
Highest occupied orbital energy (alpha / beta), eV: -16.02 / -16.01
<S²>: 0.756
Orbital gap (alpha / beta), eV: 7.34 / 6.50
DFT total energy, hartree: -2180.79221

Structure (ORCA input):
```
! RIJCOSX wB97M-V def2-TZVPD def2/J DEFGRID3
* xyz 3 2
H -0.044 -6.092 -9.660
H -2.392 -4.509 -8.988
C -0.705 -4.095 -5.644
H 3.008 -0.005 -4.128
C 1.988 -3.576 1.664
H 2.576 0.949 0.571
C -1.056 -3.192 -3.404
C 2.597 -0.875 1.500
O 1.183 0.906 -0.821
H 4.099 -0.216 -7.157
O -0.255 -1.455 -1.388
H -2.025 0.171 3.768
H -2.252 -5.763 -10.032
C 3.435 -1.747 2.226
C -0.059 -5.547 -7.550
H 0.051 -6.614 -7.334
F -2.399 -4.908 -4.179
C -2.536 -6.349 -8.047
N -1.981 -5.437 -9.102
C -2.031 0.591 2.769
H 0.893 -3.162 -6.723
H 1.735 -4.625 1.695
C 2.000 -0.927 -7.428
C 3.132 -3.074 2.313
H -1.616 -3.220 -2.480
C 2.148 -0.637 -3.955
H 0.918 -5.103 -7.389
H 2.846 0.728 -6.236
H -2.814 1.329 2.634
H 1.013 -0.489 -7.361
N -1.060 -4.964 -6.668
C 0.724 -2.325 -4.769
H 4.324 -1.340 2.688
H 3.779 -3.740 2.867
C 1.999 0.486 -1.810
N 1.799 -1.454 -4.939
N 2.894 0.437 1.386
H 0.296 -3.019 0.481
C -1.392 -4.050 -4.403
C -0.473 -5.335 -9.006
H 3.793 0.725 1.742
H -3.143 -5.037 -6.448
C 1.480 -0.545 -2.748
C 0.397 -1.402 -2.495
C 0.019 -2.303 -3.556
C 1.191 -2.705 0.996
H -2.022 -7.301 -8.160
C 0.353 -3.205 -5.791
I -2.312 -0.993 1.366
H 3.223 -2.361 -6.222
O 3.106 0.939 -1.906
H -3.594 -6.507 -8.239
N 1.456 -1.361 0.945
H -0.198 -4.349 -9.375
C 2.592 -1.483 -6.165
C 3.107 -0.197 -6.730
C -2.321 -5.716 -6.670
Ru 0.034 -0.222 0.197
H 2.219 -1.439 -8.354
I -0.126 1.443 2.346
H -2.344 -6.520 -5.932
*
```


Q: Which value of DFT total energy does entry 3 give?
A: -5831.95999 hartree


Q: Which of these has the highest DFT total energy?
A: C2H2F6NP


What did the second record say?
Density functional theory data (ωB97M-V with the def2-TZVPD basis set) for 2 unconnected molecules or ions with the total composition C2H2F6NP in a non-equilibrium geometry.

Results
Lowest unoccupied orbital energy (alpha / beta), eV: -0.6 / -0.6
ΔE to the lowest compared entry with this formula, charge and spin, kcal per mole: 20.1
Highest occupied orbital energy (alpha / beta), eV: -8.86 / -8.86
Orbital gap (alpha / beta), eV: 8.29 / 8.29
DFT total energy, hartree: -1072.66033

Structure (ORCA input):
```
! RIJCOSX wB97M-V def2-TZVPD def2/J DEFGRID3
* xyz 0 1
H -0.548 -0.589 0.841
N -0.135 0.111 0.247
C 0.961 -0.884 -2.927
C 0.346 1.879 -1.628
H 0.669 0.367 0.763
F 1.734 -0.220 -3.748
P -0.722 0.409 -1.277
F 0.439 -1.867 -3.663
F 0.058 2.765 -0.732
F 1.632 -1.441 -1.885
F 1.695 1.743 -1.632
F 0.132 2.400 -2.830
*
```


Q: DFT total energy of number 3 (C35H67CaCl4F2MgN3O13S)?
A: -5831.95999 hartree